Entry 1:
The following is a quantum chemistry calculation of a 15-piece molecular cluster, H30O15 overall in a non-equilibrium geometry, from the OMol25 dataset.

The calculation puts the HOMO energy at -10.65 eV. The frontier orbital gap comes out at 9.937 eV.

Element x y z (Å)
O 21.477 -18.650 8.518
H 20.661 -19.140 8.574
H 21.669 -18.564 7.592
O 20.859 -16.097 6.199
H 21.443 -15.815 6.926
H 20.201 -16.617 6.646
O 21.686 -18.721 5.745
H 22.651 -18.894 5.856
H 21.728 -17.810 5.480
O 26.117 -14.879 7.538
H 26.029 -13.892 7.609
H 26.986 -15.128 7.924
O 23.044 -13.652 7.209
H 22.063 -13.610 7.279
H 23.335 -13.015 6.543
O 23.785 -17.765 9.628
H 23.752 -17.427 10.533
H 22.860 -18.016 9.426
O 23.472 -16.468 7.319
H 23.612 -15.530 7.342
H 23.912 -16.849 8.087
O 24.195 -19.604 6.590
H 24.807 -18.961 6.946
H 24.553 -19.766 5.681
O 26.055 -17.872 7.700
H 26.071 -17.955 8.650
H 26.041 -16.912 7.579
O 24.982 -16.658 5.209
H 24.445 -16.840 5.986
H 25.245 -15.726 5.245
O 25.314 -13.793 5.027
H 25.704 -14.051 5.867
H 26.037 -13.776 4.426
O 22.642 -15.306 4.145
H 21.931 -14.795 4.438
H 23.124 -15.499 4.967
O 25.317 -14.469 10.135
H 25.933 -15.244 10.240
H 25.319 -14.322 9.179
O 22.926 -12.444 9.420
H 21.996 -12.752 9.632
H 23.046 -12.955 8.580
O 25.073 -20.057 9.718
H 25.586 -19.921 10.561
H 24.499 -19.268 9.685

=====

Entry 2:
The following is a quantum chemistry calculation of one molecule with the formula C4H5FN2O in a non-equilibrium geometry, from the OMol25 dataset.

The calculation puts the HOMO energy at -10.44 eV. The frontier orbital gap comes out at 10.454 eV. The structure (SMILES) is O[C@H]1C=NN=C1CF.

Element x y z (Å)
C 0.054 -0.696 -0.623
C 1.532 -0.939 -0.755
C 0.221 0.349 0.507
C -0.914 1.030 1.168
H -1.559 -0.091 -1.658
H -0.430 -1.575 -0.163
H 1.901 -1.645 -1.491
H -0.638 2.061 1.397
H -1.196 0.505 2.106
N 2.252 -0.313 0.081
N 1.417 0.574 0.873
O -0.615 -0.263 -1.796
F -2.026 1.004 0.354

=====

Entry 3:
The following is a quantum chemistry calculation of CH2N2P2 as an isolated structure in a non-equilibrium geometry, from the OMol25 dataset.

The calculation puts the HOMO energy at -9.89 eV. The frontier orbital gap comes out at 8.175 eV.

Element x y z (Å)
C 1.920 0.457 -0.414
N 2.552 1.352 -0.738
N -0.539 -1.213 0.069
P 0.967 -1.469 0.003
P -1.044 0.391 0.067
H -2.322 0.026 -0.421
H -1.534 0.456 1.433

=====

Entry 4:
The following is a quantum chemistry calculation of a 2-piece molecular cluster, C3H7PSi overall in a non-equilibrium geometry, from the OMol25 dataset.

The calculation puts the HOMO energy (spin up / spin down) at -7.72 / -7.90 eV. The frontier orbital gap (spin up / spin down) comes out at 6.642 / 7.110 eV.

Element x y z (Å)
C -1.446 -1.100 -0.021
C -0.276 -1.437 -0.046
C -2.818 -0.600 -0.025
Si 2.746 0.926 -0.021
P 1.229 -2.267 -0.392
H -3.265 -1.376 0.663
H -3.089 0.295 0.262
H -3.294 -0.782 -1.084
H 4.096 0.818 -0.609
H 1.748 1.716 -0.800
H 2.571 1.487 1.289
H 1.631 -2.583 0.845

=====

| no. | DFT total energy (Eh) |
| --- | --- |
| 1 | -1146.55896 |
| 2 | -439.96346 |
| 3 | -831.43888 |
| 4 | -749.14198 |